C25H49AsClCuN3OSi3 | ωB97M-V with the def2-TZVPD basis set

Results
Electronic energy   -6426.30015 a.u.
Charge   +1

Positions of all 84 atoms, in Å:
Cu -1.452 0.759 -1.238
C 5.333 1.039 2.742
C 4.286 1.772 1.835
C 2.845 1.317 2.103
C 4.333 3.259 2.349
C 4.741 1.503 0.303
O 5.973 2.208 0.033
C 5.013 -0.001 -0.037
C 3.954 -1.123 0.302
C 4.311 -2.351 -0.488
C 5.313 -3.188 -0.099
C 5.513 -4.428 -0.695
C 4.773 -4.768 -1.885
Cl 4.808 -6.354 -2.535
C 3.836 -3.830 -2.350
C 3.664 -2.607 -1.726
C 3.789 2.195 -0.732
N 2.496 1.613 -1.157
C 1.262 1.655 -0.618
N 0.417 0.949 -1.399
C 1.195 0.512 -2.450
N 2.458 0.817 -2.293
H 4.998 1.105 3.823
H 6.316 1.485 2.681
H 5.503 -0.050 2.484
H 2.724 1.138 3.186
H 2.572 0.392 1.614
H 2.146 2.132 1.774
H 4.063 3.331 3.414
H 3.559 3.784 1.804
H 5.287 3.830 2.114
H 6.311 2.682 0.836
H 6.026 -0.272 0.323
H 5.135 -0.016 -1.089
H 3.013 -0.802 -0.088
H 3.979 -1.267 1.413
H 5.789 -2.909 0.842
H 6.181 -5.245 -0.368
H 3.187 -4.152 -3.162
H 3.023 -1.866 -2.188
H 4.346 2.218 -1.707
H 3.596 3.263 -0.397
H 0.890 2.259 0.225
H 0.803 -0.060 -3.295
C -2.805 0.632 2.885
Si -3.151 -0.809 1.786
C -1.679 -2.077 1.567
C -4.483 -1.632 2.806
As -3.559 0.176 -0.515
Si -4.404 -1.567 -2.006
C -5.524 -2.586 -0.831
C -2.839 -2.501 -2.433
C -5.329 -0.769 -3.530
Si -4.755 2.247 -0.439
C -6.176 2.184 0.795
C -5.430 2.587 -2.133
C -3.544 3.645 -0.024
H -2.342 0.306 3.833
H -3.714 1.182 3.067
H -2.116 1.329 2.340
H -1.356 -2.407 2.573
H -0.739 -1.681 1.095
H -1.977 -2.884 0.881
H -5.070 -2.381 2.266
H -5.233 -0.959 3.224
H -4.047 -2.060 3.743
H -5.040 -3.119 -0.042
H -6.063 -3.294 -1.438
H -6.213 -1.882 -0.384
H -2.530 -3.053 -1.526
H -2.051 -1.880 -2.793
H -3.088 -3.201 -3.227
H -5.783 0.239 -3.334
H -6.237 -1.358 -3.660
H -4.814 -0.757 -4.500
H -6.975 1.604 0.393
H -6.606 3.154 1.040
H -5.867 1.671 1.760
H -6.422 2.216 -2.334
H -4.820 2.237 -2.931
H -5.521 3.677 -2.220
H -3.060 3.568 0.932
H -4.125 4.553 -0.024
H -2.818 3.723 -0.866

C25H49BN7O7S2 | ωB97M-V with the def2-TZVPD basis set

Results
Electronic energy   -2712.82447 a.u.
Charge   +1

Positions of all 91 atoms, in Å:
C -3.968 -0.218 1.670
C -4.630 0.527 0.450
O -4.571 1.731 0.421
N -5.295 -0.304 -0.542
C -6.645 0.274 -0.917
C -4.509 -0.310 -1.797
C -2.991 -0.653 -1.469
C -2.315 -1.055 -2.831
C -0.840 -1.629 -2.632
N -0.101 -0.882 -1.562
C 0.779 0.037 -2.301
C 1.815 0.816 -1.371
C 2.566 1.811 -2.329
B 1.706 3.192 -2.319
O 1.693 4.013 -1.154
O 0.993 3.639 -3.444
N 2.665 -0.248 -0.763
C 3.949 0.202 -0.128
C 3.911 1.520 0.710
C 5.004 2.571 0.272
N 4.690 3.964 0.133
O 6.112 2.141 0.044
C 1.835 -1.170 0.111
C 1.418 -0.538 1.490
C 2.437 -1.058 2.598
C 1.971 -0.528 4.032
C 1.534 -1.682 5.010
S -0.257 -1.707 5.429
C -0.609 0.030 5.770
N -1.536 0.854 5.287
N -1.253 2.046 5.914
C -0.201 1.903 6.702
O 0.261 0.598 6.661
C 0.660 -1.831 -0.707
C -0.286 -2.722 0.168
C 0.457 -3.802 1.039
C -0.669 -4.796 1.573
S -0.132 -5.689 3.107
H -2.853 -0.240 1.602
H -4.242 0.343 2.602
H -4.333 -1.274 1.763
H -7.389 -0.535 -0.717
H -6.889 1.191 -0.337
H -6.651 0.475 -2.021
H -4.494 0.668 -2.346
H -4.860 -1.093 -2.521
H -2.433 0.247 -1.100
H -2.892 -1.533 -0.785
H -2.182 -0.161 -3.501
H -2.920 -1.779 -3.443
H -0.872 -2.728 -2.451
H -0.349 -1.501 -3.641
H 0.115 0.786 -2.814
H 1.437 -0.486 -3.067
H 1.190 1.357 -0.612
H 2.507 1.428 -3.376
H 3.600 2.093 -2.018
H 0.843 3.844 -0.709
H 0.090 3.869 -3.153
H 2.941 -0.856 -1.554
H 4.356 -0.677 0.438
H 4.683 0.360 -0.966
H 4.206 1.248 1.762
H 2.927 2.032 0.799
H 5.558 4.496 0.226
H 4.254 4.152 -0.774
H 2.538 -2.016 0.352
H 0.410 -0.832 1.858
H 1.423 0.585 1.452
H 2.478 -2.176 2.634
H 3.469 -0.668 2.437
H 2.833 0.021 4.495
H 1.185 0.241 3.833
H 2.105 -1.524 5.966
H 1.877 -2.686 4.642
H 0.326 2.637 7.334
H 1.167 -2.550 -1.434
H -1.055 -3.269 -0.438
H -0.883 -2.089 0.884
H 0.948 -3.399 1.955
H 1.167 -4.351 0.366
H -1.537 -4.149 1.870
H -1.003 -5.518 0.793
H -0.559 -4.878 4.136
C -0.598 3.124 -6.359
N -1.802 2.467 -5.785
O -1.630 1.440 -5.145
O -2.870 2.998 -5.993
H 0.276 2.539 -6.091
H -0.724 3.159 -7.439
H -0.539 4.124 -5.936

C25H49Br3O12S6 | ωB97M-V with the def2-TZVPD basis set

Results
Energy above the lowest of the compared OMol25 structures with the same formula, charge and spin   1.068 eV
Electronic energy   -11995.91061 a.u.
Charge   0

Positions of all 95 atoms, in Å:
C 0.873 -0.836 0.965
Br -0.356 -1.498 -0.362
Br 0.022 -0.770 2.714
Br 1.565 0.940 0.470
H 1.727 -1.495 1.043
C -0.763 0.781 -3.487
C 0.738 0.493 -3.173
C 1.495 0.609 -4.487
S 0.686 1.868 -5.480
O 0.612 1.496 -6.878
O 1.208 3.154 -5.054
C -0.958 1.596 -4.777
H -1.185 1.408 -2.696
H -1.302 -0.162 -3.428
H 0.806 -0.487 -2.708
H 1.050 1.199 -2.402
H 1.479 -0.355 -5.006
H 2.565 0.831 -4.504
H -1.503 0.952 -5.470
H -1.557 2.503 -4.755
C 1.580 5.301 -2.073
C 2.313 4.172 -1.295
C 3.247 3.526 -2.300
S 4.106 4.962 -3.046
O 4.401 4.679 -4.421
O 5.091 5.392 -2.082
C 2.661 6.056 -2.879
H 1.150 5.997 -1.356
H 0.840 4.863 -2.739
H 1.530 3.493 -0.945
H 2.820 4.622 -0.440
H 2.622 2.992 -3.016
H 4.036 2.890 -1.902
H 2.323 6.303 -3.883
H 3.043 6.913 -2.327
C 4.162 -1.326 -2.182
C 3.612 -2.462 -1.280
C 3.844 -3.810 -1.941
S 5.020 -3.522 -3.333
O 4.208 -3.419 -4.524
O 6.153 -4.432 -3.304
C 5.444 -1.869 -2.778
H 4.454 -0.425 -1.642
H 3.419 -1.065 -2.934
H 2.547 -2.258 -1.163
H 4.066 -2.395 -0.291
H 2.961 -4.244 -2.409
H 4.217 -4.624 -1.320
H 5.969 -1.313 -3.557
H 6.249 -1.953 -2.040
C -0.406 4.129 2.013
C -1.071 4.802 0.832
C -1.660 3.783 -0.131
S -2.436 2.633 1.041
O -2.308 1.280 0.521
O -3.712 3.132 1.505
C -1.205 2.889 2.391
H -0.196 4.817 2.833
H 0.616 3.826 1.750
H -0.326 5.393 0.294
H -1.879 5.442 1.187
H -0.995 3.167 -0.735
H -2.462 4.157 -0.765
H -0.684 1.939 2.306
H -1.754 2.860 3.330
C -2.625 -4.207 5.131
C -2.583 -4.394 6.669
C -1.168 -4.735 7.017
S -0.089 -3.733 5.910
O 0.816 -4.611 5.186
O 0.431 -2.600 6.635
C -1.491 -3.217 4.840
H -3.568 -3.743 4.842
H -2.501 -5.119 4.549
H -3.275 -5.168 7.002
H -2.934 -3.470 7.133
H -0.954 -5.792 6.847
H -0.826 -4.554 8.036
H -1.089 -3.218 3.831
H -1.870 -2.239 5.135
C -4.259 -1.579 2.104
C -5.692 -1.686 1.543
C -5.988 -3.171 1.490
S -4.418 -3.932 0.932
O -4.451 -4.196 -0.492
O -3.993 -4.964 1.857
C -3.398 -2.433 1.182
H -4.194 -1.888 3.149
H -3.931 -0.537 2.121
H -5.706 -1.260 0.542
H -6.465 -1.227 2.159
H -6.757 -3.465 0.776
H -6.200 -3.681 2.430
H -3.140 -2.003 0.221
H -2.494 -2.706 1.725

| no. | HOMO (eV) | orbital gap (eV) | LUMO energy (eV) |
| --- | --- | --- | --- |
| 1 | -10.52 | 8.255 | -2.27 |
| 2 | -10.96 | 8.341 | -2.62 |
| 3 | -10.46 | 9.573 | -0.89 |